<P>
Molecular formula: C4H11N3
Method: DFT, wB97M-V/def2-TZVPD

```
18
C4H11N3 | the Open Molecules 2025 dataset | wB97M-V/def2-TZVPD
C 0.41 1.33 1.08
C 0.21 -1.54 -1.33
C 0.20 -1.66 1.26
N -0.20 1.12 -1.08
C -0.02 -0.90 -0.01
N -0.88 2.36 -0.98
N -0.35 0.38 0.04
H -1.87 2.23 -0.82
H -0.75 2.81 -1.88
H -0.11 1.12 2.01
H 0.28 2.38 0.85
H 1.46 1.05 1.14
H -0.41 -1.04 -2.08
H -0.01 -2.60 -1.29
H 1.24 -1.41 -1.67
H -0.01 -2.72 1.09
H 1.24 -1.59 1.62
H -0.45 -1.30 2.06
```

- E_LUMO (spin up / spin down) (eV) = 0.84 / 0.99
- highest occupied orbital energy (spin up / spin down) (eV) = -6.12 / -6.91



<Q>
Molecular formula: C4H11N3
Method: DFT, wB97M-V/def2-TZVPD

```
18
C4H11N3 | the Open Molecules 2025 dataset | wB97M-V/def2-TZVPD
H 2.28 -2.69 1.31
N 2.35 -1.99 0.57
C 1.34 -1.22 0.84
N 1.00 -0.93 2.13
N 0.75 -0.33 -0.13
C -0.05 0.87 0.08
C -0.90 1.39 -1.07
C -1.92 0.39 -1.53
H 0.32 -0.23 2.32
H 1.69 -1.06 2.85
H 1.11 -0.74 -1.00
H -0.57 0.65 1.02
H 0.71 1.64 0.16
H -0.25 1.66 -1.91
H -1.34 2.34 -0.74
H -2.30 -0.29 -0.64
H -2.77 0.90 -2.01
H -1.44 -0.36 -2.25
```

- structure (SMILES) = [H]/N=C(\N)NCCC
- E_LUMO (eV) = 0.85
- highest occupied orbital energy (eV) = -8.40



In order of decreasing stability: <Q>, <P>.



<P>
Molecular formula: C4H11N3
Method: DFT, wB97M-V/def2-TZVPD

```
18
C4H11N3 | the Open Molecules 2025 dataset | wB97M-V/def2-TZVPD
H 0.99 0.20 2.54
N 1.58 -0.43 2.01
C 1.43 -0.36 0.75
N 2.20 -1.13 -0.11
N 0.39 0.39 0.13
C -0.59 -0.30 -0.69
C -1.59 0.69 -1.29
C -2.89 0.97 -0.52
H 2.11 -0.86 -1.08
H 3.14 -1.17 0.24
H 0.05 0.99 0.85
H -1.11 -1.03 -0.05
H -0.09 -0.81 -1.51
H -1.08 1.65 -1.34
H -1.89 0.37 -2.28
H -2.74 0.91 0.56
H -3.69 0.29 -0.81
H -3.19 2.00 -0.72
```

- structure (SMILES) = [H]/N=C(/N)NCCC
- E_LUMO (eV) = 0.97
- highest occupied orbital energy (eV) = -8.79



<Q>
Molecular formula: C4H11N3
Method: DFT, wB97M-V/def2-TZVPD

```
18
C4H11N3 | the Open Molecules 2025 dataset | wB97M-V/def2-TZVPD
N 0.33 -2.38 0.83
C -0.53 -1.37 0.25
C -0.13 -0.40 -0.60
N 1.26 -0.51 -1.18
C -0.72 0.92 -0.83
C -0.85 1.73 0.46
N 0.46 1.96 1.01
H 1.16 -2.37 0.24
H -0.23 -3.19 0.82
H -1.51 -1.10 0.75
H 1.30 -1.49 -1.48
H 1.20 -0.01 -2.10
H -1.67 0.87 -1.36
H -0.04 1.38 -1.50
H -1.32 1.05 1.10
H -1.42 2.73 0.27
H 0.39 2.20 2.02
H 1.11 1.16 0.99
```

- structure (SMILES) = N/C=C(\N)CCN
- E_LUMO (eV) = 0.98
- highest occupied orbital energy (eV) = -7.87



<R>
Molecular formula: C4H11N3
Method: DFT, wB97M-V/def2-TZVPD

```
18
C4H11N3 | the Open Molecules 2025 dataset | wB97M-V/def2-TZVPD
C 0.01 -1.06 1.64
C -0.63 -0.15 0.62
N -1.37 -1.20 -0.73
N -1.45 0.80 0.89
H -1.60 -2.11 -0.32
H -2.15 -0.58 -0.96
H -1.48 0.99 1.89
H -0.76 -1.71 2.06
H 0.42 -0.46 2.45
H 0.82 -1.64 1.20
C 0.78 1.70 -1.25
C 0.90 0.38 -0.54
N 2.00 -0.28 -0.45
H 2.79 0.21 -0.91
H -0.49 -1.02 -1.28
H 0.61 1.53 -2.32
H 1.69 2.31 -1.13
H -0.07 2.28 -0.88
```

- E_LUMO (eV) = 0.87
- highest occupied orbital energy (eV) = -7.34



<S>
Molecular formula: C4H11N3
Method: DFT, wB97M-V/def2-TZVPD

```
18
C4H11N3 | the Open Molecules 2025 dataset | wB97M-V/def2-TZVPD
C -1.70 -1.34 -0.67
C 1.29 0.46 -0.61
N -1.57 -2.39 -1.42
H -1.02 -3.17 -1.07
H -1.97 -2.54 -2.35
H -0.44 -0.87 1.00
H -2.32 -0.58 -1.19
H 1.62 1.40 -1.05
H 0.43 0.09 -1.17
H 2.10 -0.26 -0.68
C -0.19 1.73 0.89
C 0.88 0.67 0.86
N -0.06 2.96 1.10
N 0.39 -0.54 1.50
H 0.90 3.26 1.28
H 1.09 -1.27 1.44
H -1.20 1.36 0.70
H 1.76 1.02 1.43
```

- E_LUMO (eV) = 0.63
- highest occupied orbital energy (eV) = -8.48



In order of decreasing stability: <P>, <Q>, <S>, <R>.



<P>
Molecular formula: C2H3Cl2N
Method: DFT, wB97M-V/def2-TZVPD

```
8
C2H3Cl2N | the Open Molecules 2025 dataset | wB97M-V/def2-TZVPD
H -1.66 0.70 -1.73
N -0.79 0.80 -1.22
C -0.58 -0.30 -0.48
Cl -1.55 -1.71 -0.48
C 0.69 -0.30 0.34
Cl 1.99 -1.54 -0.05
H 0.49 -0.56 1.28
H 1.13 0.67 -0.07
```

- structure (SMILES) = [H]/N=C(\Cl)CCl
- E_LUMO (eV) = 0.16
- highest occupied orbital energy (eV) = -11.05



<Q>
Molecular formula: C2H3Cl2N
Method: DFT, wB97M-V/def2-TZVPD

```
8
C2H3Cl2N | the Open Molecules 2025 dataset | wB97M-V/def2-TZVPD
C -1.15 0.91 0.64
C -0.69 1.12 -0.91
N -0.65 -0.03 -0.33
Cl 3.31 -0.96 -0.31
Cl -0.32 -1.74 -0.42
H -0.57 1.36 1.40
H -2.13 0.72 0.71
H 2.20 -1.39 -0.78
```

- E_LUMO (eV) = -0.43
- highest occupied orbital energy (eV) = -9.90



<R>
Molecular formula: C2H3Cl2N
Method: DFT, wB97M-V/def2-TZVPD

```
8
C2H3Cl2N | the Open Molecules 2025 dataset | wB97M-V/def2-TZVPD
H -1.41 -1.53 -0.41
N -1.41 -0.49 0.04
C -0.32 0.03 0.36
C 1.26 -0.29 0.22
Cl 1.82 0.27 1.79
Cl 1.66 -1.91 -0.15
H -0.58 1.00 0.82
H 1.55 0.35 -0.52
```

- structure (SMILES) = [H]/N=C\C(Cl)Cl
- E_LUMO (eV) = 0.78
- highest occupied orbital energy (eV) = -10.07



In order of decreasing stability: <P>, <R>, <Q>.



<P>
Molecular formula: C6H8N2O
Method: DFT, wB97M-V/def2-TZVPD

```
17
C6H8N2O | the Open Molecules 2025 dataset | wB97M-V/def2-TZVPD
C 1.78 0.35 0.97
C 1.23 0.22 -0.34
C 0.35 1.41 -0.87
N -0.81 1.41 -0.36
N -1.33 0.43 0.49
C -2.19 -0.46 -0.14
C -0.91 -1.02 0.27
C 0.24 -0.87 -0.62
O 1.48 -1.21 -0.87
H 1.40 1.30 1.67
H 1.65 -0.62 1.44
H 2.89 0.44 0.85
H 0.52 2.23 -1.67
H -2.98 -0.93 0.64
H -2.39 -0.22 -1.19
H -0.45 -1.42 1.25
H -0.47 -1.02 -1.52
```

- structure (SMILES) = C[C@]12C=NN3C[C@H]3[C@@H]1O2
- E_LUMO (eV) = 0.96
- highest occupied orbital energy (eV) = -8.90



<Q>
Molecular formula: C6H8N2O
Method: DFT, wB97M-V/def2-TZVPD

```
17
C6H8N2O | the Open Molecules 2025 dataset | wB97M-V/def2-TZVPD
C -1.24 -0.71 -1.14
C 1.14 0.25 0.40
C -0.74 0.10 0.05
C 2.00 -0.30 -0.74
C -0.39 -0.90 1.22
C -1.37 1.29 0.33
N 0.85 -0.86 1.39
N 1.52 1.43 0.81
O 1.79 -0.14 -1.91
H 1.90 1.41 1.76
H 2.89 -0.84 -0.36
H -1.12 -1.54 1.71
H -1.32 -0.09 -2.03
H -0.55 -1.52 -1.38
H -2.20 -1.18 -0.92
H -0.88 2.01 0.98
H -2.28 1.59 -0.16
```

- E_LUMO (spin up / spin down) (eV) = -0.94 / -1.29
- highest occupied orbital energy (spin up / spin down) (eV) = -8.86 / -8.63



<R>
Molecular formula: C6H8N2O
Method: DFT, wB97M-V/def2-TZVPD

```
17
C6H8N2O | the Open Molecules 2025 dataset | wB97M-V/def2-TZVPD
N -2.06 0.22 -0.33
N -2.26 -1.01 0.38
O -1.15 -1.12 1.32
C -0.09 -0.63 0.67
C 0.76 0.14 1.44
C 1.89 0.59 0.97
C 2.25 0.31 -0.37
C 1.43 -0.53 -1.11
C 0.25 -0.99 -0.61
H -1.65 -0.18 -1.25
H -2.86 0.84 -0.50
H -3.14 -0.87 0.84
H 0.42 0.45 2.55
H 2.63 1.19 1.51
H 3.20 0.76 -0.71
H 1.69 -0.79 -2.12
H -0.48 -1.64 -1.13
```

- structure (SMILES) = NNOc1ccccc1
- E_LUMO (eV) = 1.00
- highest occupied orbital energy (eV) = -8.19



<S>
Molecular formula: C6H8N2O
Method: DFT, wB97M-V/def2-TZVPD

```
17
C6H8N2O | the Open Molecules 2025 dataset | wB97M-V/def2-TZVPD
C 0.96 -1.08 2.26
C 0.88 -0.89 0.77
O 1.47 -1.63 -0.02
C 0.11 0.26 0.21
N -0.27 1.34 0.91
C -1.08 2.04 0.09
C -1.24 1.26 -1.04
N -0.56 0.24 -0.98
C -0.39 -0.84 -2.04
H 1.74 -1.68 2.24
H 0.14 -1.65 2.62
H 1.21 -0.29 2.55
H -1.57 3.01 0.47
H -1.74 1.72 -1.94
H 0.69 -1.08 -2.37
H -0.94 -0.54 -2.99
H -0.78 -1.86 -1.52
```

- structure (SMILES) = CC(=O)c1nccn1C
- E_LUMO (eV) = 0.82
- highest occupied orbital energy (eV) = -8.70



In order of decreasing stability: <S>, <R>, <Q>, <P>.



<P>
Molecular formula: BrH2NOS2
Method: DFT, wB97M-V/def2-TZVPD

```
7
BrH2NOS2 | the Open Molecules 2025 dataset | wB97M-V/def2-TZVPD
O -1.86 0.32 -0.18
S -0.45 0.54 -0.29
S 0.37 2.14 0.21
N 0.22 -0.67 0.69
Br 2.29 -1.12 0.41
H -0.28 0.45 -1.69
H -0.29 -1.65 0.83
```

- structure (SMILES) = O=[S@@H](=S)NBr
- E_LUMO (eV) = -2.05
- highest occupied orbital energy (eV) = -9.93



<Q>
Molecular formula: BrH2NOS2
Method: DFT, wB97M-V/def2-TZVPD

```
7
BrH2NOS2 | the Open Molecules 2025 dataset | wB97M-V/def2-TZVPD
N -1.21 -0.84 -0.32
S -2.03 0.47 -0.50
O -2.18 0.99 -1.88
S -2.76 1.21 1.04
H -0.85 -1.20 -1.26
Br 1.43 1.52 -0.09
H 1.35 1.19 -1.46
```

- structure (SMILES) = N=S(=O)=S.Br
- E_LUMO (eV) = -0.86
- highest occupied orbital energy (eV) = -10.48



In order of decreasing stability: <Q>, <P>.



<P>
Molecular formula: C4H6N2S
Method: DFT, wB97M-V/def2-TZVPD

```
13
C4H6N2S | the Open Molecules 2025 dataset | wB97M-V/def2-TZVPD
C 2.10 -0.72 -0.07
C -1.12 -1.04 -0.33
C -0.65 0.97 0.85
C 1.41 0.33 -0.69
N 2.78 -1.40 0.56
N -1.53 0.11 0.12
S 0.78 1.78 -0.06
H -1.46 -1.36 -1.29
H -0.59 -1.69 0.35
H -1.27 1.67 1.44
H 0.02 0.30 1.52
H 1.57 0.50 -1.77
H -2.06 0.56 -0.65
```

- E_LUMO (spin up / spin down) (eV) = -0.76 / -0.38
- highest occupied orbital energy (spin up / spin down) (eV) = -7.41 / -7.65



<Q>
Molecular formula: C4H6N2S
Method: DFT, wB97M-V/def2-TZVPD

```
13
C4H6N2S | the Open Molecules 2025 dataset | wB97M-V/def2-TZVPD
S -2.65 0.03 -0.08
C -0.95 0.07 -0.39
C -0.17 -0.68 0.75
N 1.05 -1.22 0.06
C 1.76 -0.29 -0.33
N 1.29 0.87 0.01
C -0.11 0.85 0.54
H -2.83 -1.35 -0.30
H -0.73 0.12 -1.51
H -0.74 -1.47 1.25
H 2.64 -0.52 -0.94
H 1.76 1.95 -0.29
H -0.32 1.64 1.23
```

- structure (SMILES) = S[C@@H]1[C@H]2N=CN[C@@H]12
- E_LUMO (eV) = 0.74
- highest occupied orbital energy (eV) = -8.38



In order of decreasing stability: <Q>, <P>.